Density functional theory data (ωB97M-V with the def2-TZVPD basis set) for a 2-piece molecular cluster, CH3N2PS overall.

Computed properties:
**SMILES**: [H]/N=P\S.C#N
**DFT total energy**: -24188.2963 eV
**HOMO-LUMO gap**: 0.33981 Eh
**Multiplicity**: 1
**E_HOMO**: -9.10 eV
**ΔE to the lowest compared entry with this formula, charge and spin**: 168.0 kJ/mol

```
8
Properties=species:S:1:pos:R:3:mulliken_charge:R:1
H 1.745 0.625 2.314 0.26
N 0.818 0.371 1.995 -0.47
P 0.029 0.925 0.802 0.31
S 1.341 1.699 -0.720 -0.27
H 0.377 2.442 -1.001 0.15
C -1.324 -2.076 -1.198 0.05
N -1.114 -0.968 -1.183 -0.29
H -1.872 -3.017 -1.010 0.26
```

Density functional theory data (ωB97M-V with the def2-TZVPD basis set) for a 9-piece molecular cluster, C9H36N6O9 overall.

Computed properties:
**⟨S²⟩**: 0.755
**Charge**: +1
**DFT total energy**: -37273.5748 eV
**HOMO-LUMO gap (alpha / beta)**: 0.32850 / 0.06969 Eh
**Multiplicity**: 2
**E_HOMO (alpha / beta)**: -11.47 / -11.20 eV

```
60
Properties=species:S:1:pos:R:3:mulliken_charge:R:1
C -27.859 -6.949 3.842 -0.38
O -26.824 -6.057 3.696 -0.06
H -27.844 -7.271 4.883 -0.22
H -28.802 -6.464 3.586 0.19
H -27.757 -7.874 3.274 0.53
H -26.637 -6.040 2.754 0.19
C -28.784 -8.309 7.731 -0.26
O -28.256 -9.064 8.818 -0.50
H -29.772 -8.563 7.346 0.13
H -28.933 -7.277 8.048 0.32
H -28.161 -8.268 6.837 -0.06
H -27.607 -8.423 9.118 0.32
C -29.742 -11.560 3.290 -0.68
O -28.815 -10.554 3.083 -0.45
H -30.398 -11.660 2.425 0.28
H -29.235 -12.524 3.346 0.30
H -30.306 -11.493 4.220 0.25
H -28.714 -10.459 2.133 0.30
C -28.045 -2.014 3.816 -0.51
O -28.705 -3.238 3.578 -0.45
H -27.547 -1.503 2.992 0.29
H -28.872 -1.365 4.103 0.28
H -27.347 -2.125 4.647 0.15
H -28.234 -3.854 3.012 0.30
C -31.227 -7.744 1.738 -0.43
O -32.589 -7.511 2.049 -0.58
H -30.688 -7.117 2.448 0.09
H -30.886 -8.778 1.784 0.29
H -30.938 -7.226 0.823 0.39
H -33.179 -8.041 1.509 0.31
C -25.092 -3.969 5.891 -0.64
O -25.036 -4.231 4.557 -0.23
H -25.969 -4.417 6.360 0.32
H -24.165 -4.384 6.287 0.32
H -25.183 -2.893 6.037 0.31
H -25.386 -5.094 4.325 0.43
C -25.437 -5.499 0.622 0.85
O -26.541 -5.909 0.948 -0.76
N -25.152 -4.961 -0.546 -0.41
N -24.429 -5.420 1.406 -0.24
H -25.781 -4.751 -1.309 0.24
H -24.257 -4.554 -0.778 0.14
H -24.508 -5.813 2.333 -0.04
H -23.609 -4.861 1.221 0.21
C -23.713 -8.000 4.969 0.72
O -23.841 -7.581 3.800 -0.63
N -24.675 -8.087 5.848 -0.28
N -22.581 -8.261 5.531 -0.47
H -25.565 -7.645 5.669 0.10
H -24.412 -8.244 6.810 0.17
H -21.818 -7.905 4.973 0.26
H -22.533 -8.232 6.539 0.20
C -31.697 -9.078 5.225 0.36
O -31.721 -9.772 6.238 -0.67
N -30.681 -8.622 4.595 0.04
N -32.779 -8.491 4.868 -0.35
H -29.907 -9.271 4.635 0.17
H -31.052 -8.117 3.803 0.06
H -33.662 -8.784 5.261 0.25
H -32.851 -8.082 3.947 0.21
```

Density functional theory data (ωB97M-V with the def2-TZVPD basis set) for one molecule with the formula C4H7N3O.

Computed properties:
**SMILES**: [H]/N=C(C)\N=C(/N)C=O
**DFT total energy**: -10774.9091 eV
**HOMO-LUMO gap**: 0.31892 Eh
**Multiplicity**: 1
**E_HOMO**: -9.16 eV
**ΔE to the lowest compared entry with this formula, charge and spin**: 466.8 kJ/mol

```
15
Properties=species:S:1:pos:R:3:mulliken_charge:R:1
H -0.534 -1.984 0.815 0.26
N -0.879 -1.900 -0.266 -0.62
C -0.579 -0.844 -0.786 0.45
C -0.959 -0.446 -2.172 -0.89
N 0.497 -0.042 -0.274 -0.37
C 0.595 0.470 0.982 0.39
N -0.450 0.677 1.664 -0.38
C 2.021 1.147 1.065 0.04
O 2.192 2.351 1.637 -0.50
H -1.310 0.495 -2.091 0.30
H -1.733 -1.259 -2.488 0.27
H 0.146 -0.596 -2.606 0.24
H -0.534 1.474 2.348 0.27
H -1.363 0.012 1.788 0.27
H 2.889 0.446 0.386 0.27
```

Density functional theory data (ωB97M-V with the def2-TZVPD basis set) for a 2-piece molecular cluster, C18H31OSi overall.

Computed properties:
**Charge**: +1
**DFT total energy**: -29086.8409 eV
**HOMO-LUMO gap**: 0.26056 Eh
**Multiplicity**: 1
**E_HOMO**: -11.88 eV
**ΔE to the lowest compared entry with this formula, charge and spin**: 161.8 kJ/mol

```
51
Properties=species:S:1:pos:R:3:mulliken_charge:R:1
C -2.751 0.155 -0.075 -1.60
C -1.849 0.921 0.898 2.17
C -1.335 2.202 0.223 -1.73
C -2.632 1.329 2.149 -1.60
C -0.666 0.044 1.358 0.27
C -0.735 -1.263 1.854 -0.93
O 0.483 0.724 1.310 -0.11
Si 2.179 0.638 1.376 0.04
C 2.856 -0.251 -0.106 -1.02
C 2.575 2.453 1.231 -1.01
C 2.700 -0.181 2.954 -1.01
H -3.280 -0.645 0.462 0.27
H -3.495 0.850 -0.498 0.45
H -2.161 -0.289 -0.894 0.36
H -0.780 2.810 0.952 0.29
H -0.710 2.001 -0.661 0.32
H -2.194 2.808 -0.101 0.52
H -1.958 1.818 2.877 0.33
H -3.402 2.065 1.857 0.49
H -3.133 0.466 2.623 0.27
H 0.022 -1.521 2.619 0.22
H -1.135 -2.025 1.173 0.38
H 3.940 -0.365 0.037 0.39
H 2.410 -1.242 -0.234 0.32
H 2.687 0.328 -1.021 0.32
H 3.604 2.640 1.577 0.36
H 2.506 2.764 0.177 0.30
H 1.888 3.080 1.820 0.29
H 3.790 -0.058 3.060 0.42
H 2.213 0.258 3.840 0.32
H 2.489 -1.262 2.943 0.30
C -0.954 -4.129 2.447 -1.65
C -1.658 -2.925 3.023 1.16
C -3.063 -2.550 2.549 -0.69
C -1.360 -2.663 4.439 0.20
C -1.515 -1.326 4.872 0.34
C -1.554 -1.025 6.231 -0.96
C -1.474 -2.062 7.172 -0.37
C -1.134 -3.362 6.771 -0.69
C -0.988 -3.654 5.406 -0.47
H 0.086 -4.120 2.793 0.37
H -1.436 -5.082 2.731 0.42
H -0.958 -4.040 1.353 0.41
H -3.193 -1.456 2.613 0.02
H -3.241 -2.794 1.490 0.39
H -3.895 -3.009 3.126 0.38
H -1.562 -0.557 4.100 0.15
H -1.691 0.001 6.580 0.41
H -1.637 -1.841 8.231 0.40
H -1.026 -4.128 7.554 0.38
H -0.640 -4.654 5.099 0.40
```

Density functional theory data (ωB97M-V with the def2-TZVPD basis set) for one molecule with the formula C7H9NO.

Computed properties:
**SMILES**: O=C1C[C@H]2C[C@H]2[C@@H]2N[C@H]12
**DFT total energy**: -10936.9973 eV
**HOMO-LUMO gap**: 0.35172 Eh
**Multiplicity**: 1
**E_HOMO**: -8.63 eV
**ΔE to the lowest compared entry with this formula, charge and spin**: 561.3 kJ/mol

```
18
Properties=species:S:1:pos:R:3:mulliken_charge:R:1
O -2.515 -0.534 -0.468 -0.53
C -1.447 -0.329 -0.008 0.36
C -0.371 -1.258 0.716 -0.97
C 1.138 -0.872 0.662 -0.08
C 1.501 -1.210 -0.724 -0.88
C 1.715 0.324 -0.176 -0.24
C 0.732 1.333 -0.395 -0.68
N -0.172 1.853 0.676 -0.65
C -0.675 1.002 -0.271 0.27
H -0.751 -1.376 1.726 0.44
H -0.905 -2.254 0.296 0.33
H 1.621 -1.204 1.481 0.50
H 0.833 -1.525 -1.639 0.19
H 2.377 -1.570 -0.973 0.39
H 2.802 0.322 -0.030 0.39
H 1.067 2.085 -0.988 0.63
H -0.084 1.566 1.561 0.25
H -1.198 1.305 -1.244 0.28
```

Density functional theory data (ωB97M-V with the def2-TZVPD basis set) for an isolated ion of composition C2H9NOP and charge +1.

Computed properties:
**Charge**: +1
**SMILES**: C=[P@@H](O)[NH2+]C
**DFT total energy**: -15037.4494 eV
**HOMO-LUMO gap**: 0.35059 Eh
**Multiplicity**: 1
**E_HOMO**: -13.67 eV
**ΔE to the lowest compared entry with this formula, charge and spin**: 169.1 kJ/mol

```
14
Properties=species:S:1:pos:R:3:mulliken_charge:R:1
C 1.197 -0.960 0.924 -0.91
P 0.993 -0.623 -0.721 0.66
O 0.205 -1.652 -1.693 -0.46
N -0.672 0.765 -0.619 -0.48
C -0.861 1.047 0.769 -0.97
H 1.672 -0.221 1.491 0.42
H 1.028 -1.976 1.321 0.30
H 1.528 0.171 -1.633 0.15
H -0.456 -2.148 -1.123 0.38
H -1.674 0.550 -0.990 0.35
H -0.420 1.616 -1.178 0.35
H -0.079 1.703 1.167 0.36
H -1.753 1.615 1.022 0.35
H -0.708 0.113 1.262 0.50
```

Density functional theory data (ωB97M-V with the def2-TZVPD basis set) for a 10-piece molecular cluster, C10H40N20O10 overall.

Computed properties:
**SMILES**: NC(N)=O.NC(N)=O.NC(N)=O.NC(N)=O.NC(N)=O.NC(N)=O.NC(N)=O.NC(N)=O.NC(N)=O.NC(N)=O
**DFT total energy**: -61307.1419 eV
**HOMO-LUMO gap**: 0.34512 Eh
**Multiplicity**: 1
**E_HOMO**: -8.96 eV
**ΔE to the lowest compared entry with this formula, charge and spin**: 60.5 kJ/mol

```
80
Properties=species:S:1:pos:R:3:mulliken_charge:R:1
N 3.161 3.886 -0.650 -0.43
C 2.469 3.701 -1.805 0.66
N 2.994 2.726 -2.575 -0.28
O 1.587 4.456 -2.194 -0.68
H 3.730 3.127 -0.316 0.14
H 2.938 4.653 -0.041 0.22
H 2.834 2.848 -3.560 0.20
H 3.803 2.204 -2.294 0.16
N -6.287 -0.386 -0.338 -0.41
C -5.057 -0.385 0.236 0.69
N -4.098 -0.912 -0.546 -0.20
O -4.843 0.040 1.377 -0.75
H -6.267 -0.711 -1.286 0.12
H -7.119 0.045 0.017 0.23
H -3.167 -0.972 -0.163 0.07
H -4.337 -0.918 -1.518 0.18
N -0.528 -4.391 -0.802 -0.39
C -1.432 -3.576 -1.405 0.61
N -2.194 -4.261 -2.296 -0.42
O -1.586 -2.395 -1.113 -0.71
H 0.109 -3.914 -0.176 0.21
H -0.447 -5.312 -1.181 0.16
H -2.967 -3.827 -2.765 0.22
H -2.103 -5.256 -2.351 0.13
N -0.288 -0.441 0.253 0.65
C 0.480 0.534 -0.209 0.19
N 0.956 1.385 0.705 0.09
O 0.916 0.586 -1.389 -1.04
H -0.770 -1.096 -0.356 0.22
H -0.467 -0.540 1.242 -0.18
H 1.710 2.021 0.524 0.25
H 0.639 1.309 1.661 -0.22
N 0.207 -2.668 3.748 -0.27
C 0.700 -3.463 2.791 0.80
N 0.942 -4.739 3.178 -0.47
O 0.956 -3.089 1.639 -0.69
H 0.065 -1.701 3.488 0.10
H 0.076 -2.965 4.696 0.18
H 1.557 -5.255 2.576 0.24
H 0.542 -5.101 4.023 0.15
N -4.286 3.358 -1.690 -0.41
C -3.234 3.459 -0.864 0.65
N -2.482 2.337 -0.758 0.04
O -2.976 4.477 -0.225 -0.71
H -4.363 2.585 -2.324 0.19
H -4.622 4.282 -1.918 0.25
H -1.644 2.346 -0.203 0.00
H -2.773 1.494 -1.218 0.04
N 5.640 -0.679 -0.489 -0.43
C 4.368 -0.250 -0.331 0.60
N 3.624 -0.295 -1.454 -0.02
O 3.964 0.106 0.783 -0.70
H 6.266 -0.714 0.294 0.25
H 5.920 -0.971 -1.407 0.13
H 2.684 0.080 -1.331 -0.09
H 3.951 -0.662 -2.326 0.21
N -1.264 1.969 4.121 -0.35
C -1.731 1.125 3.176 0.55
N -2.768 1.580 2.447 -0.15
O -1.160 0.047 2.980 -0.70
H -0.472 1.581 4.618 0.28
H -1.703 2.822 4.409 0.15
H -2.997 2.554 2.547 0.16
H -3.294 1.073 1.746 0.02
N 0.748 -1.137 -5.982 -0.43
C 0.664 -1.150 -4.623 0.60
N 0.952 0.063 -4.091 -0.24
O 0.256 -2.151 -4.040 -0.66
H 0.227 -1.856 -6.455 0.23
H 1.060 -0.390 -6.572 0.15
H 1.348 0.760 -4.695 0.18
H 1.089 0.203 -3.088 0.39
N 2.379 -0.233 3.202 -0.16
C 2.146 0.812 4.032 0.60
N 2.808 1.899 3.586 -0.34
O 1.331 0.761 4.956 -0.76
H 2.923 -0.121 2.362 0.37
H 1.910 -1.115 3.311 0.00
H 3.488 1.851 2.846 0.16
H 2.609 2.850 3.845 0.22
```

> Number 6 is which compound?

C2H9NOP

> What is the multiplicity in the fourth record?

1

> Number 7 is which compound?

C10H40N20O10